Density functional theory data (wB97M-V/def2-TZVPD) for a structure of composition C13H11IIrNO2Se2Te2.

Computed properties:
DFT total energy ... -6448.214434 a.u.
M ... 945.48 g/mol

Structure (ORCA input):
```
! RIJCOSX wB97M-V def2-TZVPD def2/J DEFGRID3
* xyz 0 1
Ir -1.29 -0.27 0.09
C 3.01 0.26 0.64
C 1.57 0.61 0.37
O 0.77 -0.34 0.48
C 1.21 1.96 0.00
C 2.25 2.89 -0.26
C 2.00 4.19 -0.59
C 0.66 4.63 -0.66
C -0.37 3.77 -0.42
C -0.15 2.41 -0.08
O -1.21 1.72 0.17
H 3.05 -0.78 0.96
H 3.43 0.90 1.42
H 3.62 0.39 -0.25
H 3.27 2.56 -0.19
H 2.82 4.87 -0.78
H 0.45 5.66 -0.92
H -1.40 4.09 -0.46
Se -3.65 -0.35 -0.40
Te -4.81 1.35 1.09
Te -2.86 1.62 2.98
Se -1.69 -0.52 2.45
I 0.09 -1.24 -2.57
C -0.46 -2.73 -1.21
C -0.14 -4.06 -1.41
C -0.72 -4.99 -0.57
C -1.63 -4.57 0.39
C -1.88 -3.22 0.54
N -1.26 -2.30 -0.22
H 0.52 -4.34 -2.21
H -0.50 -6.04 -0.69
H -2.13 -5.27 1.04
H -2.57 -2.82 1.27
*
```

---

Density functional theory data (wB97M-V/def2-TZVPD) for a structure of composition C13H12AuClN2O5 in a non-equilibrium geometry.

Computed properties:
DFT total energy ... -1584.136793 a.u.
M ... 508.67 g/mol

Structure (ORCA input):
```
! RIJCOSX wB97M-V def2-TZVPD def2/J DEFGRID3
* xyz 0 1
Au 2.94 -10.63 -12.35
O 4.95 -7.37 -7.54
C 3.65 -7.38 -7.34
O 3.12 -6.86 -6.38
C 2.80 -8.03 -8.38
C 1.42 -7.99 -8.35
Cl 0.40 -7.22 -7.25
N 0.88 -8.74 -9.38
N 1.91 -9.29 -10.08
C 3.03 -8.89 -9.52
C 4.41 -9.31 -10.11
O 5.42 -8.95 -9.55
O 4.44 -10.04 -11.18
C -0.44 -9.08 -9.84
C -0.50 -9.84 -11.01
C -1.74 -10.20 -11.55
C -2.91 -9.83 -10.93
C -2.83 -9.06 -9.79
C -1.64 -8.69 -9.25
H 5.18 -7.94 -8.29
H 0.42 -10.16 -11.46
H -1.78 -10.84 -12.44
H -3.89 -10.13 -11.34
H -3.73 -8.76 -9.25
H -1.58 -8.15 -8.31
C 0.46 -12.71 -15.35
C 1.64 -12.14 -14.62
O 1.37 -11.23 -13.59
H 1.02 -13.23 -16.22
H -0.25 -11.95 -15.60
H -0.20 -13.47 -14.97
H 2.38 -11.90 -15.29
H 2.25 -12.92 -14.25
H 0.61 -11.47 -13.07
*
```

---

Density functional theory data (wB97M-V/def2-TZVPD) for a structure of composition C13H12AuN4O2S2 in a non-equilibrium geometry.

Computed properties:
DFT total energy ... -1803.598113 a.u.
M ... 517.37 g/mol

Structure (ORCA input):
```
! RIJCOSX wB97M-V def2-TZVPD def2/J DEFGRID3
* xyz 2 2
Au -0.03 0.61 -0.01
N 3.79 -0.14 1.56
C 4.31 0.03 0.30
C 5.60 -0.04 -0.20
C 5.76 0.12 -1.56
C 4.66 0.34 -2.41
C 3.37 0.41 -1.92
C 3.20 0.25 -0.54
N 2.08 0.21 0.24
C 2.45 -0.04 1.50
C 1.44 -0.23 2.49
C 1.53 -0.57 3.82
S -0.02 -0.65 4.52
C -0.73 -0.23 3.02
N 0.14 -0.06 2.07
H 4.34 -0.30 2.40
H 6.46 -0.22 0.44
H 6.74 0.05 -1.99
H 4.83 0.43 -3.47
H 2.52 0.57 -2.56
H 2.42 -0.78 4.39
H -1.79 -0.15 2.87
N -5.51 -0.22 0.48
C -4.52 0.36 -0.47
C -3.15 0.34 0.27
O -3.16 -0.12 1.42
O -2.18 0.81 -0.39
H -6.23 0.44 0.77
H -4.87 -0.44 1.30
H -5.95 -1.06 0.13
H -4.77 1.38 -0.75
H -4.44 -0.23 -1.38
S -0.09 2.90 -2.55
C 0.10 1.62 -1.78
*
```

---

Density functional theory data (wB97M-V/def2-TZVPD) for a structure of composition C13H12BaNO3S5.

Computed properties:
DFT total energy ... -2799.742104 a.u.
M ... 527.91 g/mol

Structure (ORCA input):
```
! RIJCOSX wB97M-V def2-TZVPD def2/J DEFGRID3
* xyz -1 1
Ba 0.08 0.26 -0.55
C -2.86 0.45 3.51
C -2.40 -0.11 2.17
O -1.43 0.44 1.66
C -3.12 -1.24 1.59
C -4.25 -1.76 2.25
C -4.98 -2.81 1.77
C -4.58 -3.39 0.55
C -3.50 -2.92 -0.12
C -2.71 -1.83 0.35
O -1.70 -1.44 -0.34
H -2.18 1.25 3.78
H -2.84 -0.32 4.28
H -3.87 0.84 3.44
H -4.56 -1.31 3.19
H -5.84 -3.18 2.31
H -5.15 -4.23 0.14
H -3.18 -3.36 -1.06
S 6.09 5.56 0.12
C 4.78 4.55 0.13
S 4.71 3.05 0.97
C 3.14 2.46 0.41
C 2.45 3.32 -0.38
S 0.91 3.23 -1.20
S 3.30 4.85 -0.67
S 2.78 0.83 0.98
C 3.43 -0.64 -4.32
C 2.96 -0.39 -2.91
N 3.85 0.05 -2.03
O 1.78 -0.58 -2.62
H 4.50 -0.53 -4.44
H 2.92 0.06 -4.98
H 3.13 -1.65 -4.61
H 4.79 0.27 -2.31
H 3.57 0.23 -1.05
*
```

---

Density functional theory data (wB97M-V/def2-TZVPD) for a structure of composition C13H12BrNO6Rh in a non-equilibrium geometry.

Computed properties:
DFT total energy ... -3692.867505 a.u.
M ... 461.05 g/mol

Structure (ORCA input):
```
! RIJCOSX wB97M-V def2-TZVPD def2/J DEFGRID3
* xyz 1 5
Rh 1.29 0.28 -0.30
O -1.80 2.22 -0.35
C -1.38 1.14 0.04
O -0.56 0.25 -0.58
C -1.78 0.56 1.47
C -1.84 -0.97 1.25
C -2.82 -1.67 2.33
C -1.89 -1.57 3.53
C -0.64 -0.88 3.09
O -0.45 -1.43 1.75
C -0.92 0.58 2.74
C 0.54 1.32 2.56
O 1.00 1.75 3.62
O 0.98 1.38 1.39
H -2.68 1.13 1.71
H -1.95 -1.18 0.18
H -3.84 -1.22 2.38
H -2.92 -2.75 2.07
H -2.20 -1.37 4.53
H -1.57 -2.71 3.73
H 0.24 -1.00 3.67
H -1.43 1.06 3.56
O 2.37 2.30 -5.14
C 2.14 1.25 -4.32
C 2.25 -0.09 -4.79
C 2.05 -1.14 -3.87
N 1.57 -0.91 -2.64
C 1.57 0.34 -2.24
Br 3.67 -0.11 -0.07
C 1.77 1.49 -3.00
H 3.03 2.04 -5.87
H 2.47 -0.27 -5.85
H 2.24 -2.20 -4.15
H 1.49 2.38 -2.43
*
```

---

Density functional theory data (wB97M-V/def2-TZVPD) for a structure of composition C13H12CuNO5S in a non-equilibrium geometry.

Computed properties:
DFT total energy ... -2971.943262 a.u.
M ... 357.85 g/mol

Structure (ORCA input):
```
! RIJCOSX wB97M-V def2-TZVPD def2/J DEFGRID3
* xyz -1 2
Cu -1.19 1.57 1.17
O 1.00 -2.43 3.73
C -0.13 -1.84 4.20
O -0.32 -0.94 4.91
C -1.16 -2.50 3.24
O -0.82 -1.77 1.93
C -0.87 -2.13 0.53
C -1.91 -3.52 0.66
O -2.98 -3.43 0.01
O -1.50 -4.51 1.35
H 1.78 -2.28 4.30
H -2.06 -2.19 3.70
H -1.10 -3.59 3.18
H 0.09 -2.43 0.08
H -1.36 -1.38 -0.10
S 3.91 2.83 -2.68
C 4.15 1.13 -2.48
C 3.35 0.05 -2.14
C 2.06 0.57 -1.72
C 1.00 1.08 -1.23
C 0.22 2.27 -1.27
C 0.38 3.15 -2.33
C -0.68 3.92 -2.75
C -1.92 3.84 -2.09
C -2.07 2.89 -1.01
N -1.00 2.26 -0.53
H 5.19 0.96 -2.63
H 3.76 -0.96 -2.18
H 1.36 3.02 -2.82
H -0.53 4.55 -3.60
H -2.79 4.45 -2.26
H -3.06 2.68 -0.61
H -0.80 -5.31 1.43
*
```

---

Density functional theory data (wB97M-V/def2-TZVPD) for a structure of composition C13H12I2N2O7RhS2.

Computed properties:
DFT total energy ... -2640.785298 a.u.
M ... 729.09 g/mol

Structure (ORCA input):
```
! RIJCOSX wB97M-V def2-TZVPD def2/J DEFGRID3
* xyz 1 5
Rh 1.05 0.33 0.08
O -1.27 1.88 -0.20
S -1.82 0.85 0.67
O -2.81 1.30 1.60
O -0.69 0.11 1.33
C -2.60 -0.37 -0.39
C -3.93 -0.61 -0.08
C -4.68 -1.53 -0.80
C -4.10 -2.23 -1.84
C -2.77 -2.01 -2.16
C -2.01 -1.09 -1.45
S -0.31 -1.03 -2.02
O -0.26 -1.70 -3.28
O 0.12 0.42 -2.10
O 0.54 -1.59 -0.95
H -4.37 -0.05 0.73
H -5.72 -1.70 -0.54
H -4.67 -2.96 -2.40
H -2.31 -2.54 -2.98
N 0.54 4.33 -0.23
C 1.10 3.26 -0.75
O 1.71 2.42 -0.07
C 1.08 3.11 -2.27
I -0.78 2.53 -3.11
H 0.47 4.40 0.78
H 0.01 4.98 -0.78
H 1.78 2.34 -2.57
H 1.31 4.05 -2.77
I 1.77 -2.18 5.45
C 2.62 -1.72 3.62
C 3.86 -2.23 3.24
C 4.37 -1.88 2.00
C 3.64 -1.05 1.18
N 2.45 -0.56 1.54
C 1.94 -0.89 2.74
H 4.40 -2.89 3.90
H 5.33 -2.26 1.68
H 4.02 -0.75 0.21
H 0.97 -0.49 2.99
*
```

---

Density functional theory data (wB97M-V/def2-TZVPD) for a cluster of 2 separate species, C13H12N2 in total in a non-equilibrium geometry.

Computed properties:
DFT total energy ... -611.875243 a.u.
M ... 196.25 g/mol

Structure (ORCA input):
```
! RIJCOSX wB97M-V def2-TZVPD def2/J DEFGRID3
* xyz 0 1
C 2.07 1.20 0.86
C 2.45 1.36 -1.47
C -3.13 0.62 0.29
C -2.19 0.73 1.29
C -2.93 -0.19 -0.89
C -1.08 -0.01 1.21
C -1.72 -0.94 -1.00
C -0.74 -0.76 0.08
C 1.45 -2.21 -0.04
C 0.52 -1.31 -0.08
C 2.86 -1.98 -0.45
C 0.43 2.41 -0.50
C 1.62 1.55 -0.38
N 2.44 0.88 1.92
N 2.94 0.97 -2.44
H -3.98 1.40 0.40
H -2.37 1.23 2.30
H -3.65 -0.33 -1.63
H -0.34 0.21 1.93
H -1.34 -1.55 -1.92
H 1.18 -3.02 0.67
H 3.41 -2.75 -0.95
H 2.88 -0.92 -0.89
H 3.44 -2.03 0.47
H -0.44 1.93 -0.06
H 0.09 2.75 -1.48
H 0.66 3.42 -0.02
*
```